Version one
A structure of composition C23H36GaN5S2. Source: the OMol25 dataset; level of theory: wB97M-V/def2-TZVPD.

Last column: Mulliken charge in e.
Geometry (Å):
Ga 1.003 1.692 -0.108  -0.139
N 2.724 2.610 0.688  -0.210
C 3.609 3.350 -0.202  0.368
C 4.335 4.400 0.305  -0.515
C 5.175 5.170 -0.510  -0.715
C 5.325 4.820 -1.862  -0.731
C 4.616 3.759 -2.378  -1.081
C 3.725 2.998 -1.566  0.579
C 3.067 1.840 -2.170  0.622
C 3.749 1.174 -3.221  -0.804
C 3.057 0.216 -3.957  -0.748
C 1.713 -0.114 -3.720  -0.741
C 1.064 0.534 -2.679  -0.381
C 1.738 1.419 -1.824  0.647
H 2.470 3.211 1.474  0.417
H 3.227 1.812 1.075  0.389
H 4.213 4.656 1.348  0.399
H 5.656 6.036 -0.080  0.414
H 5.990 5.375 -2.506  0.432
H 4.664 3.492 -3.408  0.616
H 4.758 1.413 -3.490  0.657
H 3.566 -0.270 -4.783  0.414
H 1.186 -0.810 -4.359  0.484
H 0.005 0.345 -2.526  0.500
C -2.302 -6.145 -1.288  -1.243
C -1.996 -4.704 -1.736  -0.494
C -0.880 -3.992 -0.949  0.278
C -0.653 -2.541 -1.387  -1.300
N 0.363 -1.834 -0.568  0.121
C 0.163 -1.203 0.593  0.230
S 1.422 -0.231 1.290  -0.308
N -1.019 -1.273 1.217  0.105
C -1.312 -0.785 2.566  -0.972
C -0.903 -1.732 3.694  -0.614
C -1.618 -3.093 3.681  -0.373
C -3.165 -3.008 3.588  -1.103
H -3.054 -6.586 -1.942  0.380
H -2.671 -6.136 -0.255  0.299
H -1.413 -6.771 -1.354  0.338
H -2.913 -4.113 -1.617  0.355
H -1.732 -4.662 -2.808  0.321
H 0.083 -4.513 -1.089  0.331
H -1.074 -3.993 0.145  -0.172
H -1.607 -1.974 -1.367  0.321
H -0.260 -2.496 -2.410  0.509
H 1.307 -1.679 -0.933  0.385
H -1.750 -1.818 0.741  0.361
H -2.377 -0.535 2.625  0.468
H -0.739 0.143 2.699  0.218
H -1.160 -1.178 4.605  0.422
H 0.186 -1.831 3.700  0.251
H -1.353 -3.635 4.593  0.399
H -1.262 -3.705 2.846  0.156
H -3.552 -2.365 4.383  0.310
H -3.597 -4.019 3.708  0.370
H -3.465 -2.586 2.614  0.227
C -4.663 3.178 1.522  -1.070
N -3.257 2.761 1.665  -0.165
C -2.234 3.108 0.858  0.822
N -2.453 3.900 -0.192  -0.350
S -0.613 2.622 1.281  -0.464
H -5.240 2.612 2.246  0.357
H -5.033 2.898 0.518  0.376
H -4.804 4.255 1.692  0.368
H -2.950 2.214 2.476  0.257
H -3.417 4.180 -0.424  0.216
H -1.670 4.139 -0.769  0.203

Values from the calculation:
- Charge: +2
- LUMO energy: -0.209 hartree


Version two
A structure of composition C23H36GaN5S2. Source: the OMol25 dataset; level of theory: wB97M-V/def2-TZVPD.

Last column: Mulliken charge in e.
Geometry (Å):
Ga 0.293 0.197 2.053  0.107
N 1.313 2.069 2.319  -0.111
C 1.590 2.637 0.996  0.521
C 1.350 3.998 0.762  -1.011
C 1.700 4.572 -0.436  -0.586
C 2.294 3.709 -1.414  -0.869
C 2.422 2.353 -1.178  -0.705
C 2.167 1.760 0.022  0.703
C 2.486 0.359 0.269  -0.278
C 3.679 -0.075 -0.360  -0.862
C 3.864 -1.407 -0.572  -0.829
C 2.982 -2.365 0.019  -0.677
C 1.971 -1.935 0.786  -0.520
C 1.660 -0.582 0.938  1.418
H 0.644 2.630 2.819  0.427
H 2.152 1.915 2.914  0.348
H 0.889 4.589 1.511  0.441
H 1.663 5.688 -0.534  0.390
H 2.750 4.141 -2.327  0.421
H 2.946 1.670 -1.872  0.625
H 4.421 0.762 -0.545  0.535
H 4.690 -1.799 -1.146  0.426
H 3.122 -3.436 -0.103  0.462
H 1.269 -2.662 1.153  0.474
C -3.420 -4.324 -2.476  -1.209
C -2.160 -4.427 -1.619  -0.638
C -1.697 -3.232 -0.760  0.384
C -2.771 -2.693 0.066  -0.970
N -2.365 -1.381 0.737  -0.036
C -2.239 -0.196 0.135  0.684
S -1.613 1.142 1.047  -0.501
N -2.579 -0.006 -1.128  -0.106
C -2.628 1.285 -1.875  -0.919
C -1.532 1.224 -3.035  -0.247
C -2.097 0.564 -4.302  -0.358
C -3.072 1.418 -5.156  -1.325
H -3.830 -5.375 -2.650  0.330
H -3.313 -3.891 -3.451  0.315
H -4.241 -3.810 -1.998  0.361
H -1.292 -4.646 -2.251  0.395
H -2.161 -5.260 -0.852  0.341
H -1.315 -2.436 -1.507  0.065
H -0.801 -3.566 -0.252  0.081
H -3.175 -3.356 0.825  0.387
H -3.683 -2.485 -0.563  0.206
H -2.288 -1.343 1.807  0.278
H -2.778 -0.780 -1.781  0.196
H -2.370 2.089 -1.143  0.412
H -3.645 1.515 -2.235  0.325
H -0.655 0.668 -2.708  0.172
H -1.301 2.265 -3.292  0.420
H -2.696 -0.315 -4.115  0.110
H -1.364 0.177 -5.027  0.444
H -3.978 1.749 -4.662  0.318
H -3.264 0.886 -6.078  0.408
H -2.528 2.342 -5.455  0.304
C 2.761 1.773 6.138  -1.042
N 1.534 1.135 5.679  -0.110
C 1.515 0.033 4.931  0.353
N 2.658 -0.596 4.690  -0.262
S -0.004 -0.622 4.234  -0.287
H 2.511 2.574 6.850  0.351
H 3.312 2.226 5.291  0.341
H 3.333 1.030 6.744  0.379
H 0.683 1.699 5.753  0.319
H 3.574 -0.282 5.071  0.219
H 2.658 -1.561 4.298  0.260

Values from the calculation:
- Charge: +2
- LUMO energy: -0.207 hartree


What should be chosen as the most stable of them? Choose version one.


Version one
A cluster of 2 separate species, C4H11BO2 in total. Source: the OMol25 dataset; level of theory: wB97M-V/def2-TZVPD.

Last column: Mulliken charge in e.
Geometry (Å):
B 1.677 1.410 -0.075  0.594
C 1.992 0.672 1.477  -0.997
C -1.241 -0.577 -1.789  -0.996
C -0.305 -1.964 0.225  -1.024
C -0.860 -0.677 -0.366  0.408
O 2.425 2.492 -0.483  -0.617
O 0.798 0.850 -0.868  -0.693
H 1.186 1.058 2.192  0.251
H 2.910 1.151 1.831  0.309
H 2.117 -0.436 1.363  0.195
H -0.631 0.244 -2.186  0.327
H -0.861 -1.468 -2.288  0.319
H -2.326 -0.335 -1.858  0.322
H -0.957 -2.808 -0.100  0.373
H -0.208 -1.991 1.365  0.294
H 0.728 -2.025 -0.236  0.280
H -1.146 0.068 0.289  0.387
H 3.069 2.801 0.024  0.269

Values from the calculation:
- LUMO energy (alpha / beta): -0.030 / -0.030 hartree


Version two
A cluster of 2 separate species, C4H11BO2 in total. Source: the OMol25 dataset; level of theory: wB97M-V/def2-TZVPD.

Last column: Mulliken charge in e.
Geometry (Å):
B -1.830 -0.899 -1.371  0.347
C 1.695 1.420 0.995  -1.522
C 0.608 -0.780 0.891  -1.299
C -0.734 1.185 0.096  -1.055
C 0.714 0.621 0.205  0.935
O -2.966 -1.506 -1.015  -0.398
O -0.830 -1.510 -2.121  -0.526
H 1.311 1.571 1.973  0.398
H 1.910 2.416 0.733  0.386
H 2.562 0.881 1.322  0.397
H 0.177 -1.453 0.210  0.316
H 0.081 -0.595 1.792  0.355
H 1.673 -1.274 1.022  0.334
H -1.250 1.247 1.031  0.303
H -0.927 1.892 -0.653  0.401
H 0.984 0.250 -0.892  -0.020
H -3.089 -2.271 -1.658  0.327
H -0.087 -1.196 -2.561  0.318

Values from the calculation:
- LUMO energy (alpha / beta): 0.000 / 0.007 hartree


Version three
An isolated molecule of C4H11BO2. Source: the OMol25 dataset; level of theory: wB97M-V/def2-TZVPD.

Last column: Mulliken charge in e.
Geometry (Å):
B 0.174 -0.962 -0.490  0.454
C 1.119 -0.515 -1.746  -1.065
C -1.336 1.024 0.121  -1.365
C 0.862 0.930 1.273  -1.532
C -0.284 0.118 0.564  0.879
O -0.360 -2.200 -0.516  -0.553
O -0.925 -0.663 1.917  -0.609
H 1.431 -1.213 -2.499  0.394
H 1.938 -0.022 -1.292  0.309
H 0.466 0.264 -2.230  0.254
H -0.939 1.524 -0.737  0.342
H -1.507 1.669 1.032  0.352
H -2.221 0.429 -0.158  0.369
H 1.452 0.255 1.963  0.305
H 1.328 1.304 0.441  0.501
H 0.415 1.807 1.763  0.360
H 0.175 -2.752 -1.068  0.327
H -1.787 -0.998 1.662  0.276

Values from the calculation:
- LUMO energy: 0.017 hartree


What should be chosen as the most stable of them? Choose version three.


Version one
An isolated molecule of C3H6N2OS. Source: the OMol25 dataset; level of theory: wB97M-V/def2-TZVPD.

Last column: Mulliken charge in e.
Geometry (Å):
C -2.587 0.150 -0.268  -1.011
C -1.063 0.314 0.104  0.549
C 2.048 0.075 0.031  0.219
H -3.070 0.986 -0.958  0.250
H -3.152 0.455 0.695  0.284
H -3.111 -0.872 -0.412  0.328
H 3.117 0.050 0.433  0.286
H 0.581 1.373 -0.675  0.302
H 2.076 2.097 -0.228  0.316
N 1.462 -0.982 0.396  -0.421
N 1.658 1.159 -0.609  -0.535
O -0.696 1.295 0.676  -0.557
S -0.194 -1.183 -0.124  -0.009

Values from the calculation:
- LUMO energy: 0.028 hartree


Version two
An isolated molecule of C3H6N2OS. Source: the OMol25 dataset; level of theory: wB97M-V/def2-TZVPD.

Last column: Mulliken charge in e.
Geometry (Å):
C 0.509 -0.646 0.192  0.714
C -0.862 1.334 -0.039  0.168
C 1.178 -1.965 0.424  -0.920
N 1.247 0.391 -0.048  -0.738
N 0.426 1.472 -0.423  -0.001
O -0.773 -0.572 0.220  -0.555
S -2.116 1.864 -1.141  -0.201
H -1.088 1.462 1.012  0.272
H 1.498 -2.014 1.463  0.218
H 2.051 -2.060 -0.215  0.301
H 0.469 -2.765 0.231  0.305
H 0.584 1.703 -1.402  0.279
H -3.122 1.796 -0.273  0.157

Values from the calculation:
- LUMO energy: 0.021 hartree


Version three
A structure of composition C3H6N2OS. Source: the OMol25 dataset; level of theory: wB97M-V/def2-TZVPD.

Last column: Mulliken charge in e.
Geometry (Å):
C -1.320 0.154 0.829  -0.338
C -0.031 0.552 0.241  0.369
C 2.249 0.043 -0.378  0.136
H -1.334 -1.445 -1.342  0.161
H -1.879 1.067 1.418  0.308
H -1.230 -0.807 1.569  0.198
H 1.308 -1.179 1.155  0.327
H 2.093 0.940 -0.958  0.408
H 3.161 -1.529 0.549  0.204
N 1.133 -0.237 0.455  -0.303
N 3.284 -0.677 -0.202  -0.651
O 0.039 1.698 -0.295  -0.587
S -2.422 -0.546 -0.372  -0.231

Values from the calculation:
- LUMO energy: -0.003 hartree


Version four
An isolated molecule of C3H6N2OS. Source: the OMol25 dataset; level of theory: wB97M-V/def2-TZVPD.

Last column: Mulliken charge in e.
Geometry (Å):
C 2.912 0.367 0.044  -1.022
C 1.516 -0.350 -0.118  0.691
C 0.083 0.463 -0.006  0.435
H 3.757 -0.477 -0.366  0.260
H 3.024 1.032 0.923  0.334
H 2.957 1.350 -0.685  0.270
H 0.740 2.409 -0.029  0.244
H -0.662 -1.603 0.336  0.378
H -2.686 0.415 1.287  0.136
N -0.138 1.704 0.021  -0.641
N -0.806 -0.588 -0.137  -0.300
O 1.352 -1.511 0.115  -0.532
S -2.400 -0.108 -0.068  -0.253

Values from the calculation:
- LUMO energy: 0.007 hartree


What should be chosen as the most stable of them? Choose version one.


Version one
An isolated molecule of C3H6N2OS. Source: the OMol25 dataset; level of theory: wB97M-V/def2-TZVPD.

Last column: Mulliken charge in e.
Geometry (Å):
C -1.848 0.441 -1.240  -0.686
C 0.365 0.888 -0.351  0.300
C 1.045 -0.956 1.077  0.107
H -1.573 0.771 -2.324  0.305
H -2.366 -0.517 -1.297  0.256
H -2.522 1.181 -0.798  0.301
H 2.041 0.707 0.936  0.288
H 0.256 -1.641 0.682  0.266
H 1.582 -2.350 2.204  0.262
N 1.243 0.252 0.479  -0.170
N 1.847 -1.339 2.010  -0.640
O -0.705 0.095 -0.462  -0.299
S 0.636 2.469 -0.915  -0.290

Values from the calculation:
- LUMO energy: 0.015 hartree


Version two
An isolated molecule of C3H6N2OS. Source: the OMol25 dataset; level of theory: wB97M-V/def2-TZVPD.

Last column: Mulliken charge in e.
Geometry (Å):
C 0.504 -0.332 0.379  0.289
C 0.053 -0.625 -1.038  0.127
C -1.384 -0.550 -1.382  -0.355
H 1.612 1.989 2.146  0.145
H -0.289 1.516 0.077  0.332
H 1.519 -0.910 1.911  0.247
H 0.708 -1.328 -1.595  0.372
H -1.722 -1.173 -2.219  0.269
H -2.152 -0.287 -0.594  0.232
N 0.008 0.865 0.836  -0.335
N 1.241 -1.167 0.925  -0.648
O -0.467 0.485 -1.805  -0.467
S 0.369 1.516 2.359  -0.208

Values from the calculation:
- LUMO energy: 0.028 hartree


What should be chosen as the most stable of them? Choose version one.


Version one
A cluster of 2 separate species, C3H7PS in total. Source: the OMol25 dataset; level of theory: wB97M-V/def2-TZVPD.

Last column: Mulliken charge in e.
Geometry (Å):
C 1.041 1.632 -1.332  0.270
C -0.231 1.965 -1.840  -0.607
C -0.144 -2.010 1.209  -0.569
P 2.416 1.139 -0.811  -0.364
S 0.247 -1.078 2.691  -0.159
H -0.444 1.679 -2.877  0.265
H -1.103 1.426 -1.270  0.211
H -0.482 3.088 -1.754  0.238
H -0.993 -2.669 1.413  0.300
H 0.765 -2.397 0.798  0.242
H -0.355 -1.250 0.390  0.097
H -0.717 -1.526 3.384  0.076

Values from the calculation:
- LUMO energy: 0.025 hartree


Version two
A cluster of 2 separate species, C3H7PS in total. Source: the OMol25 dataset; level of theory: wB97M-V/def2-TZVPD.

Last column: Mulliken charge in e.
Geometry (Å):
C -0.349 -0.264 -0.844  -0.195
C 0.038 -1.679 -0.610  -0.545
C 1.640 1.514 0.567  -0.824
P -3.248 -0.005 0.067  -0.010
S 0.089 1.212 -0.525  -0.012
H 0.626 -2.102 -1.457  0.273
H 0.721 -1.838 0.240  0.269
H -1.000 -2.165 -0.586  0.199
H 2.512 0.810 0.213  0.244
H 1.299 1.316 1.634  0.244
H 1.884 2.563 0.415  0.328
H -4.213 0.638 0.886  0.027

Values from the calculation:
- LUMO energy (alpha / beta): -0.039 / -0.041 hartree


What should be chosen as the most stable of them? Choose version one.


Version one
A cluster of 2 separate species, C8H15N in total. Source: the OMol25 dataset; level of theory: wB97M-V/def2-TZVPD.

Last column: Mulliken charge in e.
Geometry (Å):
C 1.904 -1.037 0.123  -1.448
C -1.353 -0.351 -1.920  -1.221
C 0.884 -0.270 -0.719  0.203
C -0.333 -1.118 -1.079  -0.379
H 2.771 -0.400 0.367  0.307
H 2.262 -1.921 -0.431  0.404
H 1.439 -1.375 1.064  0.245
H -0.888 -0.013 -2.862  0.362
H -1.711 0.534 -1.367  0.196
H -2.220 -0.988 -2.165  0.315
H 0.544 0.624 -0.162  -0.072
H 1.365 0.079 -1.653  0.574
H 0.007 -2.012 -1.636  0.434
H -0.814 -1.466 -0.145  0.179
C -1.005 1.775 0.621  -0.401
C -1.453 0.487 1.009  -0.184
C 0.279 1.934 1.113  -0.667
C -0.431 -0.109 1.729  -0.806
N 0.608 0.783 1.781  -0.048
H -1.556 2.516 0.042  0.415
H -2.419 0.034 0.790  0.507
H 0.980 2.766 1.043  0.393
H -0.361 -1.087 2.205  0.431
H 1.501 0.614 2.251  0.261

Values from the calculation:
- LUMO energy: 0.035 hartree


Version two
An isolated molecule of C8H15N. Source: the OMol25 dataset; level of theory: wB97M-V/def2-TZVPD.

Last column: Mulliken charge in e.
Geometry (Å):
C 2.381 -0.673 -0.027  -1.373
C 1.149 0.136 -0.519  0.691
C 0.794 1.177 0.432  -1.030
C -0.516 1.874 0.096  -0.834
C -1.741 0.986 -0.054  -0.956
C -1.413 -0.254 -0.993  -0.499
C 0.035 -0.688 -1.098  -0.263
C -1.037 -1.787 0.999  -0.716
H 2.986 -1.102 -0.869  0.394
H 2.014 -1.576 0.578  0.253
H 3.189 -0.043 0.412  0.327
H 1.606 0.570 -1.400  0.286
H 1.609 1.902 0.405  0.370
H 1.056 0.697 1.495  0.337
H -0.202 2.448 -0.704  0.429
H -0.819 2.624 0.830  0.358
H -2.611 1.550 -0.473  0.368
H -2.138 0.704 0.863  0.439
H -2.124 -0.348 -1.707  0.472
H 0.134 -1.179 -2.039  0.439
H -2.210 -1.859 1.241  0.267
H -0.509 -2.702 1.336  0.295
H -0.691 -0.945 1.664  0.207
N -0.942 -1.509 -0.467  -0.261

Values from the calculation:
- LUMO energy: 0.038 hartree


What should be chosen as the most stable of them? Choose version one.